Entry 1:
Below is a structure of composition C9H24Cl2N5OP2Tl in a non-equilibrium geometry, with properties calculated with the ωB97M-V functional and the def2-TZVPD basis.

Atoms and positions in Å:
N1 -4.13 -1.48 1.80
H1 0.19 -4.22 -0.58
C1 -2.24 2.48 -0.11
H2 2.76 -3.24 -1.92
Tl1 3.13 0.16 -1.72
H3 -4.13 -2.38 4.08
P1 -0.63 2.86 0.60
H4 -2.48 -2.24 4.41
O1 2.22 -0.79 -4.80
C2 3.33 1.44 -4.57
N2 -3.06 -1.67 2.61
C3 2.59 -3.10 -0.84
H5 2.79 2.21 -3.95
H6 -0.46 5.15 0.39
H7 -0.68 -3.09 -1.69
C4 2.69 0.15 -4.24
H8 -0.22 4.36 -1.24
H9 4.41 1.40 -4.34
H10 -0.98 -2.99 0.09
H11 -1.15 3.97 2.54
H12 3.51 -2.75 -0.35
H13 3.16 1.69 -5.64
H14 -2.78 1.72 0.47
N3 -1.88 -1.40 2.07
H15 -2.78 3.44 -0.02
C5 0.02 4.34 -0.16
H16 -4.06 -0.68 -0.17
H17 -1.57 2.21 2.69
C6 1.19 -1.84 1.27
C7 -0.83 2.94 2.36
Cl1 4.20 -0.28 0.50
H18 0.16 -1.82 1.68
N4 -3.19 -2.46 3.73
H19 1.11 4.37 -0.05
P2 1.18 -1.98 -0.57
C8 -3.51 -0.97 0.70
H20 1.75 -0.94 1.57
N5 -2.18 -0.90 0.83
H21 -2.21 2.18 -1.17
H22 2.33 -4.08 -0.43
H23 0.12 2.73 2.87
C9 -0.22 -3.20 -0.69
H24 1.69 -2.73 1.68
Cl2 0.85 1.47 0.32

**ΔE to the lowest compared entry with this formula, charge and spin**: 0.0 kcal per mole
**Net charge**: +2
**Kohn-Sham gap (spin up / spin down)**: 0.232 / 0.232 Eh
**F_max**: 0.0958 Eh/bohr
**HOMO level (spin up / spin down)**: -14.16 / -14.16 eV
**DFT total energy**: -2481.28234 Eh
**LUMO energy (spin up / spin down)**: -7.85 / -7.84 eV


Entry 2:
Below is a structure of composition C48H42BF2HfN3O6P2, with properties calculated with the ωB97M-V functional and the def2-TZVPD basis.

Atoms and positions in Å:
C1 2.85 0.34 -0.91
H1 3.73 -2.88 -4.41
P1 -0.88 -2.03 -1.31
P2 1.31 1.60 1.09
O1 -2.92 0.63 -1.27
C2 2.49 -0.11 2.88
C3 -3.96 -1.51 2.90
H2 -0.21 -3.95 -3.23
C4 1.30 0.93 5.15
H3 -5.53 -2.64 -2.88
H4 1.79 -4.36 -4.63
H5 -3.71 -2.83 -1.24
O2 -1.26 -0.68 3.92
Hf1 -1.00 0.40 0.08
C5 -0.17 -3.68 0.77
H6 5.26 0.56 -4.06
H7 1.09 7.29 1.04
C6 5.10 1.86 -0.27
H8 6.28 -1.17 -2.43
H9 -2.80 -0.96 -5.71
H10 -5.08 -1.71 -5.12
H11 2.98 -0.52 2.01
C7 5.12 0.96 -1.31
H12 -0.97 -1.16 -4.10
O3 -0.57 -0.85 1.77
C8 -1.03 -3.54 -0.33
H13 3.51 0.61 -4.31
C9 1.77 -3.55 -3.93
H14 3.38 -1.55 4.19
H15 -6.29 -0.73 0.55
C10 -5.20 -1.44 2.29
F1 -1.51 3.12 -2.02
C11 1.76 -1.43 -2.11
C12 -3.50 -2.42 -2.22
C13 4.35 -0.05 -4.11
C14 -4.28 -1.78 -4.40
H16 -6.08 -1.81 2.80
H17 -4.93 1.02 -2.34
F2 -0.41 1.39 -2.93
C15 -5.33 -0.85 1.03
C16 1.13 6.21 1.06
N1 -1.97 4.01 1.80
H18 0.50 -4.93 2.36
O4 -5.15 0.58 -1.50
O5 -1.71 1.81 1.41
C17 3.93 2.00 0.46
C18 1.05 1.51 3.92
H19 5.21 -2.31 -1.61
H20 -2.03 6.06 2.07
C19 -2.85 -1.04 2.20
H21 4.46 -0.74 -4.95
C20 1.66 1.01 2.77
C21 4.02 0.17 -1.65
C22 -1.96 2.76 2.23
H22 -2.49 -6.59 -0.22
H23 5.97 2.45 -0.03
C23 -2.22 5.16 2.65
C24 -4.17 -0.40 0.43
H24 -1.78 4.14 0.82
C25 -4.53 -2.31 -3.14
C26 2.86 -2.71 -3.79
C27 0.66 -3.31 -3.14
C28 4.15 -0.82 -2.79
C29 2.13 -0.17 5.26
C30 -0.17 -4.84 1.51
H25 0.53 5.97 -0.99
H26 -2.00 1.52 3.84
C31 -3.00 -1.37 -4.73
H27 -1.02 -6.80 1.76
H28 5.50 -2.44 -3.34
H29 0.38 2.35 3.86
C32 0.81 5.47 -0.07
H30 2.32 -0.62 6.22
N2 -2.20 2.46 3.51
N3 -2.97 -0.55 0.98
C33 2.90 -1.66 -2.88
C34 -2.21 -2.03 -2.55
H31 -3.26 5.18 2.99
H32 3.89 2.71 1.27
C35 5.36 -1.74 -2.52
H33 0.50 -2.88 1.04
C36 1.63 4.17 2.24
C37 1.56 5.55 2.21
H34 -3.83 -1.90 3.90
H35 0.83 1.34 6.04
H36 -1.54 5.17 3.50
H37 2.00 3.69 3.13
H38 1.86 6.12 3.08
C38 2.80 1.26 0.14
B1 -0.91 1.95 -1.81
C39 -1.02 -5.89 1.17
C40 -1.96 -1.49 -3.82
C41 0.88 4.09 -0.04
C42 1.26 3.42 1.12
H39 -2.48 -4.56 -1.56
C43 -1.85 -5.77 0.07
C44 0.64 -2.24 -2.25
C45 -4.04 0.31 -0.86
C46 -1.85 -4.61 -0.68
C47 2.73 -0.69 4.12
O6 1.69 -0.39 -1.18
H40 -2.36 3.18 4.19
C48 -1.45 -0.88 2.74
H41 0.68 3.54 -0.95
H42 6.02 0.85 -1.89

**ΔE to the lowest compared entry with this formula, charge and spin**: 0.0 kcal per mole
**Net charge**: +2
**Kohn-Sham gap**: 0.253 Eh
**F_max**: 0.0162 Eh/bohr
**HOMO level**: -13.02 eV
**DFT total energy**: -3425.23843 Eh
**LUMO energy**: -6.14 eV


Entry 3:
Below is a structure of composition C21H61O13 in a non-equilibrium geometry, with properties calculated with the ωB97M-V functional and the def2-TZVPD basis.

Atoms and positions in Å:
H1 -2.55 4.29 -0.09
O1 1.02 0.71 2.74
H2 -2.41 -3.06 2.94
H3 1.87 4.68 0.69
H4 -1.28 2.62 2.19
C1 0.33 -3.37 -4.15
O2 -0.58 -1.07 -1.61
O3 1.73 -0.26 -3.70
C2 6.31 -0.18 -1.27
H5 5.18 -1.20 1.22
C3 -2.65 1.63 3.26
H6 2.45 1.30 4.81
H7 3.26 -1.09 -1.37
H8 -4.12 0.28 -2.40
H9 2.18 1.14 -4.97
C4 -2.85 0.50 -4.18
H10 -3.82 2.28 -4.24
H11 6.84 0.54 -0.76
C5 -3.45 1.72 -4.86
O4 -0.08 0.44 0.00
O5 -2.71 -1.67 0.07
O6 2.07 -2.80 0.97
H12 2.35 1.47 -3.05
O7 -0.65 2.47 4.28
C6 -2.40 -4.12 0.27
H13 -4.84 -0.52 -3.53
H14 0.99 -3.44 -3.31
H15 2.01 -2.14 0.26
H16 0.95 0.39 1.94
H17 2.53 0.11 5.73
H18 -3.48 -1.11 -2.64
H19 3.76 -0.55 1.25
C7 1.69 1.10 -4.02
H20 -1.63 -4.21 -0.61
H21 0.79 -2.24 4.73
H22 -1.61 0.23 -2.80
O8 -1.00 -2.73 -3.71
C8 1.85 0.34 5.00
H23 0.55 -1.98 3.09
O9 1.57 -0.65 -1.15
H24 2.50 -0.47 2.86
O10 4.16 -1.18 -1.24
H25 -1.05 0.80 -0.06
C9 -1.54 2.67 3.24
H26 -0.79 -2.24 -2.85
O11 2.29 2.77 0.03
H27 0.03 1.89 4.04
H28 2.05 -4.64 0.56
O12 -1.83 1.04 -3.27
H29 -1.62 4.46 -1.50
C10 -3.83 -0.25 -3.20
H30 -2.06 -1.49 -0.66
H31 0.65 1.35 -3.99
C11 4.87 -0.17 -0.59
C12 1.34 -3.90 0.58
H32 -0.03 -4.38 -4.42
H33 0.94 0.77 5.51
H34 -3.53 1.70 3.96
H35 1.44 -0.48 -2.75
H36 1.84 2.07 -0.25
C13 0.32 -0.47 -0.95
C14 -2.24 -2.72 0.86
H37 -1.29 -2.61 0.97
H38 5.47 0.58 1.29
H39 -2.05 -4.90 0.93
H40 -2.40 -0.33 -4.85
C15 1.63 3.63 0.96
H41 1.82 3.68 2.21
H42 -2.77 4.26 2.97
H43 -2.70 2.18 -5.75
H44 -3.14 1.64 2.41
H45 -1.17 4.61 3.24
H46 0.97 -3.82 -0.49
H47 -4.26 1.33 -5.59
H48 0.54 -4.31 1.22
C16 -1.98 4.11 3.47
H49 4.37 0.92 -0.63
O13 -3.06 3.03 -1.53
H50 0.89 -2.78 -5.06
C17 4.76 -0.34 0.81
C18 1.49 -0.28 3.73
H51 -3.50 -4.35 0.09
C19 -2.89 -2.55 2.18
H52 0.46 3.39 0.87
H53 -2.35 0.65 3.09
C20 -2.11 3.72 -0.81
H54 -3.15 -1.39 2.45
H55 6.71 -1.27 -1.03
H56 -2.28 4.26 4.60
H57 -1.50 2.96 -0.42
C21 0.48 -1.42 3.96
H58 -2.63 2.61 -2.11
H59 -0.64 -1.30 4.04
H60 -3.97 -2.92 2.09
H61 6.18 0.08 -2.26

**ΔE to the lowest compared entry with this formula, charge and spin**: 309.4 kcal per mole
**Net charge**: -1
**Kohn-Sham gap**: 0.333 Eh
**F_max**: 0.2614 Eh/bohr
**HOMO level**: -6.36 eV
**DFT total energy**: -1814.43049 Eh
**LUMO energy**: 2.72 eV


Entry 4:
Below is a structure of composition C17H9BrCl2MgN4O7S, with properties calculated with the ωB97M-V functional and the def2-TZVPD basis.

Atoms and positions in Å:
C1 -4.60 -2.14 0.26
C2 5.10 -1.72 2.70
C3 3.22 -1.94 1.25
S1 0.60 -2.36 2.10
O1 -1.50 -0.41 -3.32
C4 -3.96 -1.31 1.17
C5 -2.51 -2.47 -0.82
H1 4.63 -1.87 4.79
H2 0.02 4.92 -1.18
C6 0.37 2.91 -0.59
C7 2.89 -2.07 3.57
C8 4.58 -1.74 1.41
C9 0.18 1.50 -0.81
C10 4.25 -1.89 3.78
O2 0.49 0.65 0.06
H3 -1.91 -2.91 -1.61
C11 -2.60 -1.11 1.02
Br1 -6.45 -2.45 0.40
H4 6.16 -1.57 2.85
C12 -0.46 1.21 -2.07
Mg1 0.25 -1.30 -0.01
C13 -0.95 2.18 -2.92
N1 -1.88 -1.68 0.04
O3 2.03 2.68 0.98
O4 -1.86 4.17 -4.50
H5 -1.45 1.91 -3.84
N2 -0.64 -0.14 -2.50
H6 -4.50 -0.83 1.97
H7 5.21 -1.62 0.55
Cl1 1.89 -2.28 4.97
C14 -0.78 3.51 -2.60
H8 -2.04 -0.49 1.72
N3 1.10 3.36 0.60
O5 0.09 -1.04 -2.03
C15 -3.87 -2.74 -0.76
O6 -1.08 5.70 -3.19
Cl2 2.66 -1.98 -0.42
C16 -0.12 3.88 -1.43
C17 2.31 -2.11 2.30
H9 -4.34 -3.39 -1.48
O7 0.74 4.40 1.10
N4 -1.28 4.54 -3.50

**ΔE to the lowest compared entry with this formula, charge and spin**: 2.5 kcal per mole
**Kohn-Sham gap**: 0.223 Eh
**F_max**: 0.0111 Eh/bohr
**HOMO level**: -7.98 eV
**DFT total energy**: -5491.48728 Eh
**LUMO energy**: -1.91 eV


Entry 5:
Below is an isolated molecule of C5H6O2, with properties calculated with the ωB97M-V functional and the def2-TZVPD basis.

Atoms and positions in Å:
H1 -2.18 3.12 0.64
O1 1.57 -1.36 -0.20
H2 -1.74 -0.77 0.05
C1 0.57 0.71 -0.01
H3 -1.01 -1.63 -1.32
H4 2.36 0.47 -0.37
C2 -0.88 -1.37 -0.26
H5 -0.86 -2.30 0.31
O2 1.82 1.23 -0.09
H6 1.85 -1.55 0.71
C3 -0.50 1.65 0.20
C4 -1.39 2.43 0.43
C5 0.39 -0.62 -0.09

**ΔE to the lowest compared entry with this formula, charge and spin**: 58.6 kcal per mole
**Kohn-Sham gap**: 0.332 Eh
**F_max**: 0.0085 Eh/bohr
**HOMO level**: -8.42 eV
**DFT total energy**: -344.50860 Eh
**LUMO energy**: 0.62 eV


> DFT total energy of number 5 (C5H6O2)?

-344.50860 Eh